Entry 1:
128
Properties=species:S:1:pos:R:3:lowdin_charge:R:1 method="wB97M-V/def2-TZVPD" total_energy_ev=-90513.3116 total_charge=0 smiles="C=CCc1c2c(c(CCCS)c(OC[C@@H](C)O)c1P(C)CC)C(=O)N([C@H](F)CC)C2=O.COCCOC.COCCOC.COCCOC.COCCOC" e_lumo_ev=-0.899 homo_lumo_gap_ev=6.917
C -1.081 2.518 0.802 -0.01
C -1.550 1.918 -0.425 -0.14
C -2.857 2.460 -1.166 -0.17
C -3.759 1.179 -1.540 -0.09
C -3.180 0.224 -2.604 0.02
C -3.920 -1.074 -3.023 0.03
C -5.291 -1.372 -2.367 -0.02
C -5.987 -2.754 -2.848 -0.13
C -6.430 -3.676 -1.584 -0.27
C -5.347 -3.709 -0.403 -0.52
S -6.171 -4.618 1.035 0.62
C -5.958 -0.412 -1.310 -0.14
O -7.227 -0.673 -0.740 -0.12
C -8.303 -0.786 -1.690 -0.14
C -8.390 0.310 -2.840 -0.35
C -8.166 1.829 -2.384 -0.06
O -7.542 0.057 -3.999 -0.08
C -5.158 0.875 -0.873 -0.21
P -5.708 2.127 0.423 0.94
C -6.138 3.737 -0.543 -0.31
C -7.306 1.648 1.296 -0.44
C -7.018 0.383 2.293 -0.17
C -3.074 -1.846 -4.115 -0.26
O -3.313 -2.825 -4.846 0.08
N -1.817 -1.044 -4.132 0.05
C -0.561 -1.834 -4.057 -0.24
F -0.298 -2.321 -2.720 -0.04
C 0.677 -1.078 -4.737 -0.16
C 1.646 -0.308 -3.714 -0.11
C -1.848 0.259 -3.470 -0.28
O -1.092 1.252 -3.536 0.07
H -1.776 2.571 1.713 0.06
H -0.031 2.978 0.866 0.07
H -0.986 1.061 -0.941 0.10
H -2.539 2.948 -2.164 0.13
H -3.409 3.266 -0.583 0.07
H -5.288 -3.395 -3.479 0.11
H -6.903 -2.503 -3.504 0.11
H -6.522 -4.762 -1.970 0.12
H -7.441 -3.377 -1.144 0.08
H -4.445 -4.316 -0.779 0.09
H -5.059 -2.689 0.015 0.07
H -5.845 -3.979 2.224 -0.15
H -8.390 -1.819 -2.202 0.12
H -9.283 -0.692 -1.080 0.15
H -9.476 0.262 -3.247 0.15
H -8.686 2.487 -3.183 0.10
H -8.603 2.102 -1.369 0.07
H -7.049 2.051 -2.496 0.08
H -8.067 0.368 -4.773 0.11
H -7.249 3.832 -0.774 0.03
H -5.888 4.588 0.201 0.05
H -5.449 3.892 -1.438 0.04
H -8.165 1.326 0.621 0.05
H -7.703 2.513 1.951 0.09
H -6.918 0.708 3.381 0.07
H -6.114 -0.197 1.896 0.06
H -7.917 -0.335 2.185 0.08
H -0.753 -2.778 -4.695 0.16
H 1.288 -1.800 -5.391 0.11
H 0.220 -0.300 -5.458 0.12
H 1.459 0.827 -3.807 0.08
H 2.747 -0.468 -3.983 0.07
H 1.522 -0.613 -2.621 0.07
C 8.170 1.716 -4.060 -0.11
O 8.476 0.387 -4.462 -0.20
C 7.597 -0.574 -3.879 -0.19
C 6.500 -0.992 -4.854 -0.19
O 5.631 0.098 -5.157 -0.20
C 5.947 0.713 -6.399 -0.11
H 8.663 2.401 -4.753 0.09
H 7.097 1.915 -4.079 0.08
H 8.563 1.894 -3.054 0.09
H 7.171 -0.194 -2.945 0.11
H 8.202 -1.453 -3.637 0.12
H 5.888 -1.766 -4.380 0.12
H 6.926 -1.416 -5.769 0.12
H 5.554 0.105 -7.220 0.09
H 7.024 0.849 -6.531 0.08
H 5.467 1.693 -6.426 0.09
C 6.230 -4.164 0.803 -0.10
O 6.970 -3.204 1.546 -0.23
C 7.881 -2.471 0.729 -0.18
C 7.315 -1.104 0.352 -0.19
O 6.163 -1.230 -0.478 -0.21
C 4.950 -1.087 0.252 -0.09
H 5.367 -4.465 1.403 0.09
H 5.868 -3.761 -0.145 0.09
H 6.852 -5.045 0.619 0.09
H 8.153 -3.045 -0.163 0.12
H 8.790 -2.321 1.320 0.13
H 8.069 -0.561 -0.226 0.12
H 7.088 -0.512 1.245 0.12
H 4.760 -0.026 0.443 0.09
H 4.973 -1.628 1.202 0.08
H 4.137 -1.487 -0.356 0.09
C 5.992 -1.320 7.193 -0.11
O 5.314 -2.567 7.262 -0.19
C 3.961 -2.476 6.820 -0.20
C 3.808 -2.963 5.382 -0.20
O 4.503 -2.117 4.469 -0.19
C 5.769 -2.648 4.092 -0.10
H 7.065 -1.515 7.250 0.09
H 5.786 -0.790 6.261 0.08
H 5.704 -0.698 8.046 0.09
H 3.584 -1.454 6.932 0.12
H 3.368 -3.124 7.473 0.12
H 2.748 -2.924 5.110 0.12
H 4.141 -4.001 5.280 0.13
H 5.629 -3.427 3.341 0.07
H 6.316 -3.059 4.945 0.09
H 6.361 -1.843 3.657 0.09
C 0.434 2.894 4.559 -0.11
O -0.499 3.737 3.895 -0.22
C -1.627 4.048 4.710 -0.20
C -1.492 5.428 5.349 -0.20
O -0.405 5.470 6.271 -0.19
C 0.762 6.056 5.708 -0.11
H 1.381 2.943 4.016 0.09
H 0.610 3.207 5.590 0.08
H 0.073 1.861 4.540 0.09
H -1.781 3.275 5.470 0.13
H -2.503 4.052 4.054 0.12
H -2.403 5.640 5.917 0.12
H -1.385 6.206 4.586 0.13
H 0.659 7.146 5.701 0.09
H 0.951 5.704 4.691 0.08
H 1.614 5.787 6.334 0.09


Entry 2:
135
Properties=species:S:1:pos:R:3:lowdin_charge:R:1 method="wB97M-V/def2-TZVPD" total_energy_ev=-86585.8307 total_charge=0 smiles="CCC(=O)OCCC1=C(CCOC(C)=O)C(=O)C([Si](C)(C)C)=CC1=O.CN(C)C=O.CN(C)C=O.CN(C)C=O.CN(C)C=O.CN(C)C=O.CN(C)C=O.CN(C)C=O" e_lumo_ev=-0.617 homo_lumo_gap_ev=8.256
C -4.101 1.524 -1.457 -0.08
C -3.429 0.510 -2.395 -0.13
C -2.019 0.956 -2.655 -0.49
O -1.742 1.996 -3.182 0.13
O -1.036 0.117 -2.185 -0.02
C -0.495 0.714 -0.988 -0.15
C 0.217 -0.340 -0.138 -0.09
C -0.618 -0.785 1.031 -0.08
C -0.853 -0.010 2.103 -0.07
C -0.322 1.396 2.262 -0.06
C -0.303 1.886 3.706 -0.16
O 0.685 2.932 3.837 -0.03
C 1.708 2.673 4.698 -0.52
C 1.322 2.528 6.145 0.02
O 2.841 2.617 4.314 0.13
C -1.748 -0.583 3.161 -0.34
O -2.608 0.082 3.704 0.12
C -1.562 -2.039 3.454 -0.14
Si -1.633 -2.735 5.207 0.55
C 0.066 -2.465 5.991 -0.16
C -2.860 -1.759 6.232 -0.18
C -2.136 -4.526 5.160 -0.18
C -1.328 -2.793 2.371 0.01
C -1.238 -2.144 1.032 -0.33
O -1.662 -2.682 0.030 0.12
H -4.100 2.520 -1.898 0.08
H -5.134 1.247 -1.241 0.08
H -3.560 1.573 -0.512 0.05
H -3.480 -0.485 -1.952 0.11
H -3.965 0.492 -3.345 0.09
H 0.170 1.542 -1.241 0.12
H -1.328 1.136 -0.416 0.10
H 0.435 -1.199 -0.777 0.13
H 1.156 0.069 0.232 0.09
H -0.875 2.094 1.624 0.10
H 0.716 1.398 1.907 0.14
H -0.061 1.066 4.389 0.12
H -1.277 2.279 4.000 0.12
H 2.220 2.650 6.749 0.09
H 0.541 3.230 6.432 0.09
H 0.938 1.520 6.330 0.08
H -0.093 -2.136 7.022 0.03
H 0.680 -3.367 6.004 0.03
H 0.613 -1.668 5.479 0.02
H -2.932 -2.150 7.248 0.03
H -3.837 -1.772 5.743 0.04
H -2.545 -0.712 6.263 0.03
H -1.987 -4.949 6.159 0.04
H -3.207 -4.594 4.962 0.03
H -1.574 -5.117 4.437 0.03
H -1.192 -3.870 2.434 0.11
C -6.302 0.814 -5.879 -0.35
O -5.728 1.077 -4.839 0.01
N -5.755 0.104 -6.881 -0.19
C -6.455 -0.156 -8.121 -0.06
C -4.406 -0.410 -6.708 -0.04
H -7.330 1.153 -6.092 0.13
H -6.572 -1.231 -8.278 0.09
H -5.902 0.261 -8.965 0.09
H -7.443 0.300 -8.086 0.08
H -4.367 -1.086 -5.852 0.09
H -3.710 0.407 -6.530 0.08
H -4.106 -0.936 -7.609 0.08
C -1.245 4.290 0.121 -0.33
O -2.071 3.404 0.244 0.00
N -0.971 5.205 1.070 -0.18
C 0.025 6.239 0.879 -0.05
C -1.700 5.138 2.325 -0.03
H -0.641 4.410 -0.793 0.14
H 0.815 6.155 1.628 0.09
H -0.428 7.229 0.958 0.09
H 0.470 6.137 -0.108 0.08
H -1.530 4.178 2.813 0.07
H -2.771 5.241 2.149 0.10
H -1.360 5.939 2.977 0.09
C 3.938 1.140 -0.946 -0.33
O 2.726 1.000 -1.039 0.00
N 4.836 0.480 -1.691 -0.18
C 6.262 0.650 -1.474 -0.04
C 4.356 -0.425 -2.721 -0.03
H 4.396 1.818 -0.212 0.13
H 6.749 1.040 -2.371 0.09
H 6.719 -0.308 -1.212 0.09
H 6.413 1.344 -0.648 0.05
H 3.746 0.111 -3.448 0.10
H 3.735 -1.210 -2.284 0.08
H 5.209 -0.875 -3.222 0.09
C 6.567 2.176 1.815 -0.35
O 7.329 2.527 0.922 -0.01
N 6.911 2.058 3.104 -0.18
C 5.959 1.610 4.104 -0.06
C 8.272 2.379 3.495 -0.04
H 5.520 1.899 1.629 0.11
H 5.837 2.375 4.874 0.09
H 6.314 0.690 4.574 0.09
H 4.997 1.413 3.645 0.05
H 8.506 3.416 3.251 0.09
H 8.983 1.744 2.965 0.09
H 8.378 2.226 4.566 0.08
C -1.552 1.352 -9.237 -0.35
O -2.580 0.728 -9.052 0.00
N -1.332 2.598 -8.779 -0.19
C -0.090 3.301 -9.021 -0.06
C -2.381 3.247 -8.008 -0.03
H -0.699 0.937 -9.798 0.13
H 0.401 3.550 -8.078 0.09
H -0.273 4.225 -9.573 0.09
H 0.578 2.672 -9.606 0.08
H -2.614 2.668 -7.115 0.09
H -3.291 3.334 -8.602 0.09
H -2.044 4.238 -7.714 0.09
C 5.202 -1.581 1.824 -0.33
O 4.729 -0.483 2.059 0.01
N 4.597 -2.535 1.095 -0.18
C 5.212 -3.822 0.848 -0.06
C 3.279 -2.259 0.545 -0.03
H 6.190 -1.891 2.208 0.14
H 5.345 -3.986 -0.223 0.09
H 4.593 -4.627 1.249 0.09
H 6.187 -3.860 1.330 0.08
H 3.310 -1.397 -0.120 0.06
H 2.573 -2.037 1.348 0.09
H 2.936 -3.130 -0.008 0.09
C -3.833 -6.064 2.649 -0.36
O -4.053 -6.551 3.742 0.00
N -3.601 -6.763 1.523 -0.19
C -3.329 -6.111 0.256 -0.05
C -3.629 -8.214 1.592 -0.04
H -3.792 -4.971 2.489 0.13
H -4.082 -6.384 -0.486 0.09
H -2.347 -6.401 -0.122 0.09
H -3.343 -5.030 0.385 0.07
H -4.604 -8.561 1.933 0.09
H -2.880 -8.576 2.297 0.09
H -3.424 -8.620 0.605 0.08